C46H88AgN3O12 | ωB97M-V/def2-TZVPD

Each line ends with the Löwdin spin population.
Element x y z (Å)
Ag1 -3.955 0.749 -1.973  0.021
C1 -0.012 1.462 0.182  0.047
C2 -0.526 0.437 -0.838  0.076
C3 -0.355 -1.004 -0.358  0.061
O1 -1.811 0.704 -1.223  0.780
H1 -0.687 1.573 1.032  0.000
H2 0.206 2.400 -0.324  0.000
H3 0.935 1.101 0.589  0.004
H4 0.213 0.571 -1.648  -0.002
H5 0.678 -1.137 -0.031  0.006
H6 -0.527 -1.783 -1.098  -0.001
H7 -0.964 -1.200 0.527  0.000
C4 -4.096 -7.683 1.363  0.000
C5 -3.668 -6.356 0.672  0.000
C6 -3.855 -5.300 1.778  0.000
C7 -3.096 -3.999 1.468  0.000
C8 -1.599 -4.279 1.274  0.000
C9 -1.369 -5.371 0.218  0.000
N1 -2.241 -6.529 0.397  0.000
O2 -2.047 -7.480 -0.636  0.000
C10 -1.383 -4.700 -1.175  0.000
C11 0.074 -5.855 0.394  0.000
C12 -4.553 -6.134 -0.542  0.000
H8 -4.219 -8.452 0.598  0.000
H9 -5.068 -7.583 1.853  0.000
H10 -3.375 -7.995 2.116  0.000
H11 -4.904 -5.000 1.816  0.000
H12 -3.564 -5.725 2.738  0.000
H13 -3.175 -3.307 2.313  0.000
H14 -3.634 -3.589 0.609  0.000
H15 -1.084 -4.513 2.203  0.000
H16 -1.258 -3.327 0.862  0.000
H17 -2.352 -4.332 -1.518  0.000
H18 -0.551 -4.002 -1.235  0.000
H19 -1.176 -5.459 -1.940  0.000
H20 0.335 -6.609 -0.360  0.000
H21 0.824 -5.081 0.229  0.000
H22 0.226 -6.409 1.323  0.000
H23 -4.543 -6.984 -1.223  0.000
H24 -4.189 -5.251 -1.075  0.000
H25 -5.606 -5.981 -0.305  0.000
H26 -1.441 -8.100 -0.216  0.000
C13 1.168 1.728 4.157  0.000
C14 0.842 3.219 4.400  0.000
C15 -0.104 3.686 3.289  0.000
C16 -1.565 3.237 3.428  0.000
C17 -2.078 3.580 4.826  0.000
C18 -1.186 3.073 5.971  0.000
N2 0.195 3.444 5.691  0.000
O3 1.026 2.994 6.737  0.000
C19 -1.687 3.836 7.191  0.000
C20 -1.424 1.568 6.134  0.000
C21 2.123 4.020 4.306  0.000
H27 1.590 1.348 5.089  0.000
H28 1.921 1.588 3.381  0.000
H29 0.314 1.105 3.885  0.000
H30 -0.155 4.782 3.309  0.000
H31 0.276 3.412 2.302  0.000
H32 -1.708 2.178 3.200  0.000
H33 -2.133 3.832 2.707  0.000
H34 -3.074 3.133 4.898  0.000
H35 -2.186 4.664 4.887  0.000
H36 -1.138 3.550 8.095  0.000
H37 -1.539 4.919 7.181  0.000
H38 -2.748 3.661 7.373  0.000
H39 -1.502 1.102 5.148  0.000
H40 -0.632 1.051 6.673  0.000
H41 -2.377 1.389 6.636  0.000
H42 2.889 3.562 4.937  0.000
H43 2.026 5.081 4.540  0.000
H44 2.561 3.988 3.304  0.000
H45 1.407 3.785 7.133  0.000
C22 5.288 -0.877 -5.850  0.000
C23 4.413 0.327 -5.515  0.000
C24 3.757 -0.034 -4.172  0.000
C25 2.922 1.083 -3.583  0.000
C26 3.830 2.306 -3.354  0.000
C27 4.672 2.697 -4.586  0.000
N3 5.187 1.522 -5.295  0.000
O4 5.897 1.880 -6.469  0.000
C28 3.853 3.650 -5.480  0.000
C29 5.883 3.466 -4.076  0.000
C30 3.287 0.464 -6.566  0.000
H46 5.899 -0.763 -6.745  0.000
H47 4.747 -1.821 -5.898  0.000
H48 5.996 -0.999 -5.021  0.000
H49 3.138 -0.930 -4.327  0.000
H50 4.467 -0.416 -3.432  0.000
H51 2.525 0.705 -2.632  0.000
H52 2.068 1.441 -4.160  0.000
H53 4.472 2.075 -2.499  0.000
H54 3.190 3.146 -3.080  0.000
H55 2.849 3.254 -5.634  0.000
H56 3.825 4.673 -5.111  0.000
H57 4.366 3.664 -6.445  0.000
H58 5.613 4.374 -3.533  0.000
H59 6.665 2.922 -3.541  0.000
H60 6.462 3.856 -4.926  0.000
H61 2.410 1.018 -6.229  0.000
H62 2.946 -0.539 -6.836  0.000
H63 3.634 0.946 -7.480  0.000
H64 6.816 1.807 -6.191  0.000
O5 3.102 -1.193 4.785  0.000
C31 3.305 -0.881 3.658  0.000
O6 4.049 0.217 3.322  0.000
C32 4.028 0.413 1.916  0.000
C33 3.734 -0.971 1.300  0.000
C34 2.920 -1.630 2.400  0.000
H65 4.987 0.800 1.582  0.000
H66 3.266 1.131 1.585  0.000
H67 4.731 -1.401 1.197  0.000
H68 3.224 -0.908 0.342  0.000
H69 3.137 -2.692 2.499  0.000
H70 1.845 -1.571 2.210  0.000
O7 -4.187 3.230 -1.761  0.000
C35 -3.391 4.075 -1.428  0.000
O8 -3.285 5.211 -2.102  0.000
C36 -2.268 6.075 -1.554  0.000
C37 -1.428 5.162 -0.666  0.000
C38 -2.441 4.098 -0.245  0.003
H71 -2.748 6.884 -1.003  0.000
H72 -1.722 6.477 -2.403  0.000
H73 -1.014 5.662 0.207  0.000
H74 -0.630 4.699 -1.249  0.000
H75 -2.990 4.414 0.643  0.000
H76 -1.996 3.119 -0.102  0.003
O9 -0.336 -2.170 -7.488  0.000
C39 -0.200 -1.930 -6.334  0.000
O10 -0.319 -0.679 -5.852  0.000
C40 -0.270 -0.608 -4.449  0.000
C41 -0.190 -2.081 -3.969  0.000
C42 0.167 -2.879 -5.217  0.000
H77 -1.101 -0.084 -3.963  0.000
H78 0.539 -0.046 -3.969  0.000
H79 -1.174 -2.353 -3.577  0.000
H80 0.494 -2.172 -3.125  0.000
H81 -0.339 -3.838 -5.234  0.000
H82 1.244 -3.044 -5.284  0.000
O11 -4.578 1.053 0.247  -0.001
C43 -4.538 0.660 1.393  0.000
O12 -5.548 0.845 2.230  0.000
C44 -5.170 0.500 3.569  0.000
C45 -4.001 -0.489 3.422  0.000
C46 -3.411 -0.117 2.050  0.000
H83 -6.021 -0.002 4.021  0.000
H84 -4.852 1.361 4.154  0.000
H85 -4.314 -1.531 3.415  0.000
H86 -3.294 -0.329 4.234  0.000
H87 -3.208 -0.982 1.425  0.000
H88 -2.597 0.595 2.188  0.000

Results
2S+1: 2
Gap between HOMO and LUMO (spin up / spin down) in hartree: 0.233 / 0.151
Relative energy (zero: lowest compared OMol25 entry of this formula, charge and spin) in kJ/mol: 0.00
Total charge: +1
LUMO level (spin up / spin down) in eV: -3.79 / -6.00
HOMO level (spin up / spin down) in eV: -10.1 / -10.1

---

C46H92F6N2O19P | ωB97M-V/def2-TZVPD

Each line ends with the Mulliken charge.
Element x y z (Å)
C1 -4.927 -1.342 0.983  -1.630
C2 -4.468 0.035 0.509  0.037
C3 -3.083 0.394 1.056  -0.392
C4 -2.852 1.877 1.333  -1.060
O1 -1.725 2.383 0.575  0.093
C5 -1.851 3.704 0.187  1.875
C6 -3.125 3.932 -0.681  -1.811
O2 -3.779 4.960 -0.589  -0.467
C7 -3.711 2.755 -1.558  1.312
F1 -4.887 2.519 -0.913  -0.264
F2 -2.963 1.622 -1.510  -0.408
C8 -4.139 2.951 -3.054  0.265
F3 -5.070 1.994 -3.278  -0.194
F4 -4.707 4.169 -3.194  -0.292
C9 -3.098 2.766 -4.210  0.926
F5 -2.458 3.927 -4.441  -0.216
F6 -3.815 2.464 -5.316  -0.309
C10 -2.008 1.691 -4.013  -0.217
O3 -1.020 1.946 -3.362  -0.028
O4 -2.264 0.529 -4.623  -0.397
O5 -2.025 4.510 1.318  -0.361
C11 -0.970 4.331 2.230  -1.604
C12 0.468 4.421 1.681  0.768
C13 1.423 3.828 2.700  -1.379
C14 2.906 4.300 2.625  -0.747
C15 3.163 5.260 1.500  0.362
O6 2.764 6.415 1.527  -0.557
O7 3.744 4.771 0.387  -0.382
N1 0.661 3.968 0.235  0.979
C16 1.438 2.699 -0.068  -0.696
C17 0.753 1.438 -0.595  1.808
C18 0.743 0.205 0.332  -1.814
C19 0.607 0.434 1.826  0.441
N2 0.111 -0.778 2.495  -0.665
C20 -0.603 4.228 -0.540  -0.019
P1 -0.464 6.067 -0.898  0.275
C21 -0.829 7.132 0.531  -1.265
C22 -1.432 6.618 -2.319  -0.967
H1 -5.977 -1.484 0.762  0.430
H2 -4.750 -1.458 2.047  0.398
H3 -4.365 -2.115 0.470  0.376
H4 -5.203 0.787 0.773  0.361
H5 -4.392 -0.024 -0.571  -0.234
H6 -2.888 -0.162 1.965  0.499
H7 -2.325 0.090 0.345  -0.049
H8 -3.744 2.477 1.173  0.819
H9 -2.595 1.997 2.382  0.768
H10 -1.621 0.392 -5.331  0.392
H11 -1.079 3.411 2.803  0.290
H12 -1.067 5.139 2.945  0.404
H13 0.707 5.476 1.694  0.149
H14 1.049 4.169 3.659  0.925
H15 1.377 2.750 2.735  -0.275
H16 3.558 3.434 2.552  0.443
H17 3.171 4.799 3.547  0.358
H18 4.359 4.063 0.603  0.352
H19 1.236 4.722 -0.174  0.927
H20 2.045 2.428 0.784  0.434
H21 2.170 3.008 -0.807  0.398
H22 1.318 1.136 -1.470  -0.577
H23 -0.244 1.598 -0.966  -0.997
H24 -0.091 -0.419 0.034  0.411
H25 1.627 -0.395 0.143  0.546
H26 1.601 0.643 2.228  0.469
H27 -0.005 1.297 2.061  -0.425
H28 -0.663 -0.555 3.104  0.305
H29 0.824 -1.146 3.112  0.214
H30 -0.545 3.762 -1.520  -0.473
H31 0.076 7.253 1.110  0.310
H32 -1.662 6.845 1.161  0.318
H33 -1.056 8.112 0.121  0.542
H34 -2.351 6.100 -2.523  0.207
H35 -0.810 6.619 -3.202  0.372
H36 -1.701 7.650 -2.112  0.436
C23 4.571 0.577 7.764  -0.768
O8 3.603 -0.442 7.680  -0.248
C24 2.482 -0.049 6.920  -0.432
C25 1.596 -1.238 6.624  -0.582
O9 2.034 -2.023 5.526  -0.318
C26 3.129 -2.899 5.783  -0.472
C27 2.744 -4.144 6.543  -0.563
O10 2.669 -3.872 7.930  -0.278
C28 2.098 -4.945 8.643  -0.774
H37 4.155 1.486 8.215  0.310
H38 5.380 0.211 8.392  0.245
H39 4.974 0.821 6.772  0.295
H40 2.809 0.405 5.973  0.210
H41 1.906 0.696 7.489  0.494
H42 0.616 -0.854 6.329  0.428
H43 1.464 -1.850 7.518  0.200
H44 3.941 -2.374 6.289  0.275
H45 3.484 -3.209 4.799  0.336
H46 3.501 -4.919 6.364  0.457
H47 1.775 -4.509 6.178  0.323
H48 1.063 -5.124 8.327  0.323
H49 2.105 -4.681 9.697  0.240
H50 2.676 -5.866 8.504  0.306
C29 6.520 -5.709 0.081  -0.764
O11 5.762 -6.554 0.911  -0.252
C30 6.212 -6.517 2.253  -0.602
C31 5.229 -7.214 3.163  -0.480
O12 4.122 -6.407 3.539  -0.355
C32 3.102 -6.250 2.564  -0.388
C33 2.196 -7.451 2.428  -0.669
O13 2.794 -8.429 1.601  -0.231
C34 2.088 -9.648 1.634  -0.776
H51 7.582 -5.984 0.095  0.310
H52 6.143 -5.820 -0.933  0.231
H53 6.420 -4.660 0.386  0.309
H54 6.336 -5.476 2.580  0.312
H55 7.185 -7.026 2.318  0.463
H56 5.746 -7.439 4.098  0.373
H57 4.898 -8.157 2.723  0.271
H58 3.522 -5.974 1.594  0.249
H59 2.494 -5.416 2.922  0.329
H60 1.242 -7.136 1.981  0.466
H61 1.998 -7.869 3.424  0.343
H62 2.093 -10.081 2.641  0.322
H63 2.585 -10.334 0.952  0.234
H64 1.050 -9.515 1.309  0.307
C35 6.192 4.506 -6.632  -0.786
O14 5.562 3.537 -5.822  -0.240
C36 6.001 3.605 -4.481  -0.655
C37 5.119 2.749 -3.605  -0.568
O15 3.902 3.385 -3.228  -0.252
C38 2.890 3.415 -4.223  -0.909
C39 2.153 2.104 -4.349  0.816
O16 2.873 1.190 -5.146  -0.358
C40 2.332 -0.106 -5.078  -0.615
H65 7.281 4.385 -6.621  0.307
H66 5.833 4.367 -7.649  0.240
H67 5.942 5.521 -6.301  0.325
H68 5.973 4.642 -4.124  0.340
H69 7.035 3.238 -4.419  0.476
H70 5.652 2.569 -2.668  0.388
H71 4.928 1.784 -4.079  0.268
H72 3.285 3.735 -5.189  0.444
H73 2.175 4.169 -3.881  0.382
H74 1.168 2.279 -4.807  0.373
H75 2.002 1.686 -3.346  -0.533
H76 2.385 -0.508 -4.059  0.265
H77 2.913 -0.743 -5.740  0.285
H78 1.285 -0.117 -5.409  0.178
C41 -9.406 0.167 -5.801  -0.781
O17 -8.471 -0.798 -5.380  -0.283
C42 -7.574 -0.281 -4.420  -0.523
C43 -6.772 -1.395 -3.786  -0.201
O18 -7.451 -2.066 -2.738  -0.423
C44 -8.428 -3.018 -3.137  -0.475
C45 -7.844 -4.335 -3.589  -0.571
O19 -7.413 -4.251 -4.935  -0.241
C46 -6.669 -5.383 -5.318  -0.767
H79 -8.905 1.042 -6.235  0.304
H80 -10.033 -0.292 -6.562  0.244
H81 -10.039 0.495 -4.968  0.322
H82 -8.124 0.260 -3.639  0.357
H83 -6.885 0.419 -4.918  0.397
H84 -5.897 -0.943 -3.312  0.094
H85 -6.424 -2.096 -4.548  0.303
H86 -9.087 -2.608 -3.905  0.226
H87 -9.023 -3.207 -2.242  0.380
H88 -8.613 -5.117 -3.505  0.463
H89 -7.000 -4.601 -2.940  0.328
H90 -5.750 -5.472 -4.726  0.312
H91 -6.405 -5.263 -6.366  0.228
H92 -7.256 -6.302 -5.205  0.308

Results
Gap between HOMO and LUMO in hartree: 0.282
Relative energy (zero: lowest compared OMol25 entry of this formula, charge and spin) in kJ/mol: 0.00
Total charge: +1
LUMO level in eV: -2.96
HOMO level in eV: -10.6

---

| no. | calculated total energy (eV) |
| --- | --- |
| 1 | -82157.4011 |
| 2 | -116655.5042 |